# C11H15BrIN

An isolated molecule of C11H15BrIN (ωB97M-V with the def2-TZVPD basis set, OMol25).

Last column: Löwdin charge in e.
CARTESIAN COORDINATES (ANGSTROEM)
C (-2.5744, 1.8514, 0.4599)  -0.08
C (-2.2574, 0.5398, -0.2232)  -0.60
C (-2.1231, 0.8546, -1.6917)  -0.05
C (-3.3092, -0.5429, 0.1980)  -0.01
N (-0.8423, 0.3919, 0.1305)  0.08
C (-0.2363, -0.7033, 0.2230)  -0.12
C (1.2390, -0.6036, 0.6081)  -0.21
C (1.9418, -1.9776, 0.3070)  -0.08
C (3.2907, -2.0548, 0.3542)  -0.70
Br (4.2301, -3.6655, 0.0402)  0.74
C (4.0984, -0.8566, 0.3547)  -0.22
C (3.6871, 0.4089, 0.1698)  -0.69
I (4.7950, 2.2168, 0.2655)  0.84
C (2.1891, 0.5914, 0.0050)  -0.20
H (-3.4445, 2.4330, 0.0558)  0.10
H (-2.8670, 1.7268, 1.4561)  0.06
H (-1.8231, 2.5690, 0.5114)  0.06
H (-1.7779, -0.0718, -2.0928)  0.07
H (-1.3060, 1.5593, -1.8736)  0.09
H (-3.0489, 1.2479, -2.1699)  0.10
H (-3.2798, -0.6555, 1.2698)  0.08
H (-4.2062, 0.0183, 0.0415)  0.07
H (-3.3377, -1.4125, -0.3911)  0.06
H (-0.6124, -1.7568, 0.2321)  0.13
H (1.3432, -0.3611, 1.6587)  0.13
H (1.3283, -2.8555, 0.1884)  0.09
H (5.1330, -0.9151, 0.4727)  0.06
H (2.0011, 0.5509, -1.0428)  0.10
H (1.7692, 1.4725, 0.4827)  0.09

Computed properties:
- Electronic energy: -91280.851 eV
- SMILES string: CC(C)(C)/N=C/[C@H]1C=C(Br)C=C(I)C1
- HOMO: -8.4432 eV